11 unconnected molecules or ions with the total composition C37H71Cl20FN3O5. Source: OMol25; level of theory: ωB97M-V with the def2-TZVPD basis set.

Last column: Löwdin charge in e.
Geometry (Å):
C -0.914 -0.178 -4.627  -0.10
C -2.361 0.288 -4.781  -0.25
C -3.018 0.695 -3.457  -0.20
C -3.372 -0.551 -2.634  -0.23
C -3.730 -0.275 -1.177  -0.18
C -2.535 -0.055 -0.211  -0.16
C -1.130 -0.108 -0.816  -0.09
C 0.006 -0.274 0.240  -0.31
C 1.214 0.553 -0.191  -0.08
C 1.078 2.060 -0.140  -0.25
O 0.876 2.485 1.206  -0.16
N -0.424 0.085 1.627  0.14
C 0.723 -0.071 2.569  -0.05
C 1.425 -1.451 2.518  -0.25
C 0.983 -2.308 3.715  -0.14
C 1.776 -3.628 3.825  -0.39
C 2.223 -3.777 5.290  -0.08
C 0.957 -4.869 3.442  -0.05
N 1.357 -2.174 1.234  -0.05
C 2.655 -2.435 0.592  -0.15
C 2.604 -3.780 -0.152  -0.18
C 3.970 -4.443 -0.264  -0.19
C 4.923 -3.826 -1.313  -0.18
C 4.272 -3.100 -2.513  -0.16
C 4.160 -1.595 -2.278  -0.19
O 4.796 -0.842 -3.321  -0.01
C 4.557 0.494 -3.119  -0.51
C 3.621 1.149 -4.096  0.03
O 5.049 1.096 -2.192  0.06
C 0.361 -1.773 0.251  -0.15
C -0.862 -2.709 0.322  -0.32
O -1.294 -3.200 -0.697  0.15
N -1.513 -3.011 1.585  0.17
C -2.332 -4.164 1.429  -0.52
O -3.520 -4.152 1.409  0.19
F -1.606 -5.273 1.328  0.16
H -0.308 0.674 -4.319  0.06
H -0.534 -0.542 -5.579  0.07
H -0.808 -0.990 -3.909  0.05
H -2.354 1.171 -5.424  0.11
H -2.967 -0.451 -5.305  0.11
H -3.962 1.173 -3.716  0.12
H -2.373 1.383 -2.915  0.10
H -4.265 -0.965 -3.100  0.07
H -2.623 -1.334 -2.738  0.10
H -4.463 0.527 -1.120  0.11
H -4.257 -1.158 -0.818  0.07
H -2.639 0.943 0.222  0.06
H -2.682 -0.748 0.618  0.08
H -1.001 -0.940 -1.500  0.10
H -0.989 0.788 -1.413  0.11
H 2.079 0.304 0.425  0.13
H 1.502 0.303 -1.211  0.14
H 0.288 2.491 -0.759  0.07
H 2.016 2.472 -0.525  0.05
H 0.572 3.398 1.194  0.02
H -1.157 -0.540 1.950  0.15
H -0.807 1.035 1.707  0.08
H 0.326 0.062 3.573  0.14
H 1.445 0.720 2.435  0.12
H 2.475 -1.245 2.721  0.15
H -0.098 -2.440 3.759  0.11
H 1.251 -1.710 4.591  0.11
H 2.660 -3.531 3.195  0.10
H 2.506 -4.796 5.535  0.08
H 1.386 -3.491 5.930  0.08
H 3.034 -3.091 5.536  0.08
H 0.686 -5.450 4.321  0.08
H 0.055 -4.626 2.897  0.04
H 1.570 -5.534 2.834  0.08
H 2.847 -1.623 -0.111  0.09
H 3.459 -2.504 1.318  0.09
H 2.083 -3.690 -1.099  0.05
H 1.975 -4.420 0.474  0.11
H 3.804 -5.486 -0.538  0.11
H 4.403 -4.464 0.736  0.04
H 5.656 -3.188 -0.822  0.09
H 5.506 -4.644 -1.736  0.10
H 4.962 -3.229 -3.347  0.12
H 3.323 -3.527 -2.843  -0.01
H 4.570 -1.317 -1.309  0.11
H 3.097 -1.310 -2.259  0.11
H 2.932 0.421 -4.516  0.08
H 3.057 1.909 -3.561  0.07
H 4.175 1.647 -4.887  0.10
H 0.770 -1.992 -0.731  0.15
H -2.201 -2.282 1.761  0.12
C 3.809 4.150 1.199  -0.99
Cl 4.349 3.225 -0.210  0.60
Cl 2.864 5.587 0.774  0.52
H 3.187 3.505 1.808  0.01
H 4.683 4.467 1.754  0.03
C -0.104 5.635 -2.173  -1.01
Cl -0.961 5.290 -0.658  0.49
Cl 0.319 4.166 -3.059  0.54
H -0.748 6.253 -2.791  -0.06
H 0.811 6.160 -1.935  0.00
C -2.182 4.248 2.912  -0.98
Cl -1.361 5.768 2.581  0.55
Cl -1.924 3.074 1.595  0.62
H -1.785 3.831 3.831  0.04
H -3.254 4.407 2.995  -0.08
C -6.672 4.469 4.344  -0.98
Cl -5.147 3.628 4.005  0.53
Cl -7.166 5.485 2.991  0.53
H -7.437 3.723 4.522  -0.01
H -6.533 5.091 5.219  0.03
C 3.231 9.552 -0.170  -1.02
Cl 1.699 8.721 -0.488  0.49
Cl 3.148 10.542 1.286  0.52
H 4.005 8.805 -0.041  0.02
H 3.456 10.191 -1.016  0.03
C -7.518 -2.417 -0.754  -0.99
Cl -6.645 -1.786 -2.158  0.57
Cl -8.688 -1.252 -0.125  0.54
H -8.045 -3.316 -1.051  0.03
H -6.799 -2.641 0.026  0.02
C -3.514 7.768 -3.089  -1.00
Cl -3.782 7.433 -4.801  0.52
Cl -1.880 8.381 -2.785  0.55
H -4.227 8.515 -2.762  0.03
H -3.645 6.848 -2.530  0.02
C -7.766 0.238 2.947  -1.03
Cl -8.438 0.963 4.412  0.54
Cl -6.120 0.808 2.629  0.47
H -7.744 -0.837 3.073  0.02
H -8.392 0.509 2.106  -0.01
C 7.499 -3.848 2.490  -0.99
Cl 5.779 -3.557 2.817  0.53
Cl 7.752 -4.577 0.904  0.55
H 8.020 -2.899 2.526  0.03
H 7.880 -4.521 3.248  0.03
C 0.135 -5.791 -3.194  -0.99
Cl -0.486 -6.377 -4.737  0.53
Cl 1.663 -4.904 -3.387  0.61
H -0.595 -5.121 -2.755  0.01
H 0.314 -6.639 -2.544  0.03

Values from the calculation:
E in eV: -307388.8025
Total charge: +1
Gap between HOMO and LUMO in eV: 9.08
E_LUMO in Eh: -0.087